Computed, not measured: C18H17AsO8P2RuS3Sb as an isolated structure at a distorted geometry, with ωB97M-V with the def2-TZVPD basis set.

Molar mass   817.227 g mol⁻¹
Energy above the lowest of the compared OMol25 structures with the same formula, charge and spin   1.036 eV
E_HOMO (alpha / beta)   -5.44 / -5.45 eV
⟨S²⟩   6.0459
Total charge   -1
Largest force on an atom   2.23 eV Å⁻¹
Multiplicity   5
Lowest unoccupied orbital energy (alpha / beta)   2.47 / 0.10 eV

Last column: natural (NBO) charge in e.
Positions of all 51 atoms, in Å:
Ru -0.725 2.677 -1.359  0.853
O 1.877 2.449 1.552  -1.017
P 2.080 2.443 -0.035  2.572
O 3.453 2.129 -0.412  -1.110
O 0.989 1.576 -0.675  -1.174
O 1.681 3.993 -0.400  -1.082
P 0.217 4.572 0.029  2.478
O 0.583 5.696 1.107  -0.986
O -0.411 5.180 -1.175  -1.082
O -0.540 3.472 0.744  -1.115
H 0.994 2.792 1.746  0.517
H 0.411 6.545 0.704  0.505
S -3.844 2.956 -5.151  -0.571
Sb -3.003 1.608 -3.528  0.934
S -2.889 3.145 -1.547  -0.341
S -0.549 2.223 -3.527  -0.407
O -1.556 0.382 -1.151  -1.164
As -0.467 -0.540 -0.358  2.009
C -0.074 -0.110 1.492  -0.409
C 1.216 -0.127 1.998  -0.175
C 1.423 0.151 3.340  -0.203
C 0.350 0.443 4.165  -0.204
C -0.939 0.465 3.654  -0.237
C -1.155 0.188 2.314  -0.138
C 1.124 -1.180 -1.267  -0.277
C 1.925 -2.088 -0.585  -0.248
C 3.154 -2.446 -1.110  -0.209
C 3.558 -1.930 -2.331  -0.201
C 2.732 -1.073 -3.036  -0.191
C 1.515 -0.685 -2.499  -0.209
C -1.556 -2.177 -0.102  -0.275
C -2.484 -2.485 -1.091  -0.227
C -3.329 -3.572 -0.948  -0.204
C -3.251 -4.364 0.186  -0.215
C -2.335 -4.059 1.180  -0.220
C -1.493 -2.968 1.039  -0.242
H 2.056 -0.307 1.339  0.237
H 2.430 0.160 3.729  0.216
H 0.515 0.667 5.209  0.208
H -1.772 0.693 4.304  0.212
H -2.157 0.211 1.883  0.224
H 1.582 -2.502 0.359  0.215
H 3.801 -3.112 -0.557  0.207
H 4.524 -2.199 -2.733  0.207
H 3.051 -0.687 -3.993  0.214
H 0.879 0.023 -3.022  0.252
H -2.550 -1.843 -1.966  0.233
H -4.057 -3.792 -1.714  0.209
H -3.910 -5.214 0.300  0.206
H -2.285 -4.663 2.076  0.207
H -0.790 -2.712 1.826  0.219

***

Computed, not measured: C18H17BN9Zr as an isolated structure at a distorted geometry, with ωB97M-V with the def2-TZVPD basis set.

Molar mass   461.433 g mol⁻¹
E_HOMO (alpha / beta)   -14.65 / -14.70 eV
⟨S²⟩   0.7793
Total charge   +2
Largest force on an atom   1.15 eV Å⁻¹
Multiplicity   2
Lowest unoccupied orbital energy (alpha / beta)   -7.09 / -8.52 eV

Last column: natural (NBO) charge in e.
Positions of all 46 atoms, in Å:
Zr -0.026 0.064 0.251  2.307
C -0.139 0.157 4.569  -0.302
C -0.591 -0.450 3.418  0.044
N 0.024 0.084 2.344  -0.507
N 0.875 1.058 2.805  -0.320
C 0.787 1.102 4.136  0.109
B 1.806 1.932 1.864  0.924
N 2.629 0.970 0.886  -0.337
C 3.956 1.020 0.714  0.100
C 4.346 0.047 -0.193  -0.305
C 3.175 -0.587 -0.553  0.041
N 2.128 -0.041 0.091  -0.534
N 0.849 2.819 0.979  -0.317
C 0.649 4.133 0.847  0.081
C -0.374 4.366 -0.063  -0.293
C -0.779 3.110 -0.463  0.049
N -0.040 2.174 0.158  -0.492
N 2.792 2.657 2.717  -0.442
C 3.187 3.950 2.929  -0.028
C 4.173 3.945 3.873  -0.304
C 4.343 2.585 4.200  -0.016
N 3.527 1.822 3.512  -0.304
H -0.427 -0.052 5.583  0.275
H -1.317 -1.239 3.288  0.244
H 1.385 1.791 4.705  0.269
H 4.555 1.731 1.254  0.264
H 5.343 -0.163 -0.532  0.274
H 3.021 -1.406 -1.239  0.242
H 1.212 4.854 1.406  0.245
H -0.761 5.319 -0.375  0.274
H -1.556 2.815 -1.153  0.253
H 2.783 4.792 2.402  0.213
H 4.701 4.794 4.267  0.257
H 5.025 2.141 4.904  0.237
N -1.796 -0.546 -0.254  -0.833
C -2.657 -1.542 -0.140  0.196
C -4.069 -1.287 -0.128  -0.147
C -4.958 -2.314 0.029  -0.202
C -4.496 -3.628 0.174  -0.051
C -3.119 -3.913 0.159  -0.216
C -2.211 -2.902 0.001  -0.146
H -4.401 -0.265 -0.246  0.242
H -6.021 -2.116 0.035  0.253
H -5.207 -4.435 0.293  0.246
H -2.785 -4.936 0.263  0.251
H -1.140 -3.115 -0.039  0.204

***

Computed, not measured: C18H17BrIrN6OS as an isolated structure, with ωB97M-V with the def2-TZVPD basis set.

Molar mass   637.563 g mol⁻¹
Energy above the lowest of the compared OMol25 structures with the same formula, charge and spin   0.184 eV
E_HOMO (alpha / beta)   -13.28 / -13.34 eV
⟨S²⟩   0.8024
Total charge   +2
Largest force on an atom   0.59 eV Å⁻¹
Multiplicity   2
Lowest unoccupied orbital energy (alpha / beta)   -7.60 / -8.26 eV

Last column: natural (NBO) charge in e.
Positions of all 45 atoms, in Å:
Ir 2.717 -0.169 2.266  1.235
Br -6.276 1.198 -6.121  0.207
C -5.470 0.631 -4.543  -0.018
C -5.193 -0.727 -4.366  -0.243
C -4.599 -1.145 -3.200  -0.138
C -4.269 -0.200 -2.212  0.127
C -4.566 1.169 -2.392  -0.175
C -5.164 1.577 -3.554  -0.220
N -3.608 -0.669 -1.112  -0.087
N -3.371 0.049 -0.130  -0.052
C -2.262 0.042 0.629  0.024
C -2.320 0.884 1.763  -0.051
C -1.242 1.111 2.579  -0.291
C -0.007 0.532 2.258  0.435
O 1.054 0.741 2.956  -0.608
C 0.081 -0.344 1.110  0.076
N 1.322 -0.864 0.869  -0.458
C 1.464 -1.737 -0.115  0.076
C 0.380 -2.178 -0.877  -0.220
C -0.870 -1.658 -0.652  -0.113
C -1.040 -0.672 0.339  0.010
H -5.455 -1.436 -5.138  0.258
H -4.390 -2.191 -3.024  0.244
H -4.321 1.879 -1.613  0.241
H -5.407 2.618 -3.715  0.255
H -3.268 1.368 1.963  0.258
H -1.313 1.737 3.457  0.268
H 2.459 -2.116 -0.305  0.210
H 0.543 -2.929 -1.637  0.260
H -1.719 -2.021 -1.211  0.260
N 4.461 -1.134 1.625  -0.747
C 4.961 -0.410 0.422  -0.241
C 4.808 1.061 0.730  -0.251
N 3.363 1.297 1.054  -0.640
H 5.135 -1.061 2.391  0.431
H 4.365 -2.128 1.435  0.414
H 4.326 -0.688 -0.420  0.204
H 5.989 -0.670 0.172  0.251
H 5.136 1.700 -0.088  0.249
H 5.370 1.322 1.626  0.245
H 2.800 1.382 0.208  0.412
H 3.278 2.172 1.573  0.437
S 4.336 1.433 6.306  0.080
C 3.996 0.851 4.890  0.186
N 3.786 0.393 3.806  -0.800

***

Computed, not measured: C18H17Cl2N3O3ReS2 as an isolated structure, with ωB97M-V with the def2-TZVPD basis set.

Molar mass   644.599 g mol⁻¹
Energy above the lowest of the compared OMol25 structures with the same formula, charge and spin   0.000 eV
E_HOMO (alpha / beta)   -14.64 / -14.64 eV
⟨S²⟩   0.7766
Total charge   +2
Largest force on an atom   0.15 eV Å⁻¹
Multiplicity   2
Lowest unoccupied orbital energy (alpha / beta)   -7.89 / -8.50 eV

Last column: natural (NBO) charge in e.
Positions of all 46 atoms, in Å:
Re 0.608 -0.572 0.431  1.456
C 5.257 1.672 1.022  -0.761
S 5.288 -0.114 0.761  0.467
C 3.636 -0.560 0.801  -0.078
S 2.340 0.655 1.124  0.110
N 3.340 -1.803 0.617  -0.320
N 1.988 -2.032 0.699  -0.264
C 1.584 -3.203 1.064  0.148
C 0.162 -3.306 1.332  0.152
C -0.478 -4.469 1.696  -0.168
C -1.842 -4.424 1.972  -0.077
C -2.518 -3.217 1.889  -0.213
C -1.820 -2.079 1.530  0.102
N -0.508 -2.116 1.250  -0.497
H 6.306 1.961 0.996  0.272
H 4.849 1.926 1.996  0.243
H 4.734 2.184 0.219  0.241
H 2.287 -4.012 1.225  0.261
H 0.079 -5.393 1.761  0.265
H -2.369 -5.327 2.252  0.264
H -3.575 -3.149 2.100  0.267
H -2.301 -1.114 1.452  0.232
C -1.937 2.366 2.220  -0.721
C -1.496 1.869 0.884  0.669
O -0.765 0.843 0.874  -0.681
C -1.880 2.518 -0.347  -0.248
C -2.707 3.653 -0.303  -0.110
C -3.067 4.293 -1.472  -0.208
C -2.607 3.812 -2.692  -0.108
C -1.786 2.690 -2.749  -0.212
C -1.423 2.043 -1.587  -0.084
H -1.528 1.742 3.009  0.247
H -3.027 2.370 2.283  0.270
H -1.604 3.395 2.365  0.275
H -3.068 4.037 0.640  0.229
H -3.704 5.166 -1.436  0.248
H -2.889 4.316 -3.607  0.244
H -1.429 2.327 -3.703  0.237
H -0.784 1.173 -1.650  0.202
Cl 0.201 -0.457 -4.378  0.046
C 1.466 -1.390 -3.567  -0.335
Cl 2.951 -0.476 -3.323  0.053
C 0.942 -1.833 -2.220  0.773
O 0.780 -2.950 -1.857  -0.494
O 0.628 -0.749 -1.408  -0.669
H 1.684 -2.268 -4.165  0.275

***

Computed, not measured: C18H17Cl3KN3O8S as an isolated structure, with ωB97M-V with the def2-TZVPD basis set.

Molar mass   580.871 g mol⁻¹
Energy above the lowest of the compared OMol25 structures with the same formula, charge and spin   0.000 eV
E_HOMO   -2.03 eV
Total charge   -2
Largest force on an atom   0.70 eV Å⁻¹
Lowest unoccupied orbital energy   4.02 eV

Last column: natural (NBO) charge in e.
Positions of all 51 atoms, in Å:
K -0.407 -1.471 -0.535  0.923
C 7.513 1.111 -2.592  -0.618
C 6.024 1.020 -2.394  -0.057
C 5.480 0.357 -1.303  -0.234
C 4.103 0.276 -1.125  -0.141
C 3.247 0.857 -2.043  -0.317
C 3.780 1.526 -3.141  -0.178
C 5.150 1.607 -3.311  -0.234
S 1.461 0.686 -1.898  2.313
O 1.295 0.500 -0.451  -1.040
O 0.951 1.947 -2.425  -1.011
N 1.118 -0.585 -2.704  -1.032
C 0.224 -0.466 -3.845  -0.345
C -1.291 -0.735 -3.610  0.764
O -1.947 -1.157 -4.576  -0.771
O -1.742 -0.437 -2.467  -0.865
H 8.046 0.590 -1.795  0.204
H 7.854 2.149 -2.597  0.202
H 7.817 0.666 -3.542  0.204
H 6.138 -0.103 -0.573  0.191
H 3.686 -0.230 -0.264  0.232
H 3.102 1.991 -3.845  0.230
H 5.553 2.138 -4.168  0.189
H 0.553 -1.161 -4.622  0.179
H 0.252 0.547 -4.268  0.194
Cl 1.106 -5.505 2.310  -0.037
C 1.170 -3.728 2.119  -0.199
Cl 1.965 -3.376 0.555  -0.005
Cl 2.191 -3.067 3.404  -0.007
C -0.355 -3.195 2.198  0.736
O -0.681 -2.749 3.294  -0.711
O -0.968 -3.364 1.139  -0.749
O -7.155 0.568 3.148  -0.725
C -6.086 -0.138 3.748  0.079
N -5.214 0.694 4.532  -0.644
C -3.905 1.014 4.238  0.680
O -3.182 1.480 5.096  -0.599
C -3.521 0.911 2.800  -0.216
C -4.192 1.660 1.833  -0.194
C -3.802 1.546 0.514  -0.251
C -2.767 0.668 0.191  0.051
N -2.134 -0.055 1.116  -0.422
C -2.490 0.077 2.390  0.079
H -6.776 1.144 2.475  0.470
H -5.488 -0.657 2.998  0.193
H -6.557 -0.878 4.395  0.171
H -5.465 0.873 5.492  0.395
H -4.981 2.346 2.127  0.196
H -4.277 2.118 -0.271  0.216
H -2.452 0.533 -0.841  0.275
H -1.946 -0.546 3.094  0.238

***

Computed, not measured: the molecule C18H17Cl3N2O2S at a distorted geometry, with ωB97M-V with the def2-TZVPD basis set.

SMILES   Cc1[nH]c2ccccc2c1C[C@H](C)NS(=O)(=O)c1c(Cl)cc(Cl)cc1Cl
Molar mass   431.772 g mol⁻¹
Energy above the lowest of the compared OMol25 structures with the same formula, charge and spin   2.470 eV
E_HOMO   -7.62 eV
Largest force on an atom   7.48 eV Å⁻¹
Lowest unoccupied orbital energy   -0.56 eV

Last column: natural (NBO) charge in e.
Positions of all 43 atoms, in Å:
C -1.751 -1.144 1.513  -0.671
C -0.351 -1.275 1.706  0.171
N 0.496 -0.610 2.609  -0.520
C 1.838 -0.686 2.390  0.138
C 2.942 -0.113 3.110  -0.231
C 4.251 -0.357 2.647  -0.236
C 4.388 -1.242 1.583  -0.222
C 3.257 -1.881 0.863  -0.181
C 1.988 -1.530 1.295  -0.119
C 0.660 -1.826 0.821  -0.063
C 0.390 -2.378 -0.611  -0.420
C 0.301 -1.373 -1.745  -0.041
C 1.468 -1.370 -2.661  -0.614
N -0.012 0.036 -1.395  -0.878
S -0.776 1.140 -2.397  2.261
O -1.398 0.300 -3.404  -0.923
O 0.375 1.889 -2.946  -0.927
C -1.889 2.143 -1.409  -0.374
C -1.690 2.333 -0.035  -0.003
Cl -0.038 2.245 0.590  0.057
C -2.785 2.794 0.688  -0.214
C -4.077 3.013 0.161  0.002
Cl -5.277 3.741 1.179  0.047
C -4.243 2.823 -1.164  -0.265
C -3.155 2.473 -1.958  0.015
Cl -3.406 2.542 -3.646  0.095
H -2.106 -1.782 0.632  0.243
H -2.025 -0.146 1.067  0.231
H -2.464 -1.318 2.354  0.234
H 0.255 -0.058 3.404  0.397
H 2.753 0.483 4.021  0.209
H 5.203 -0.069 2.970  0.223
H 5.338 -1.277 1.152  0.200
H 3.288 -2.457 0.005  0.206
H -0.569 -2.748 -0.648  0.213
H 1.150 -3.205 -0.825  0.219
H -0.571 -1.713 -2.317  0.216
H 2.322 -0.791 -2.209  0.203
H 1.832 -2.304 -2.839  0.205
H 1.143 -0.948 -3.630  0.231
H 0.815 0.485 -1.076  0.402
H -2.691 3.086 1.754  0.238
H -5.180 3.075 -1.596  0.247

***

Computed, not measured: the molecule C18H17ClF3N5O2 at a distorted geometry, with ωB97M-V with the def2-TZVPD basis set.

SMILES   Nc1nc2ccc(OC3CNC3)nc2n1C[C@H](O)c1ccc(C(F)(F)F)cc1Cl
Molar mass   427.814 g mol⁻¹
Energy above the lowest of the compared OMol25 structures with the same formula, charge and spin   0.000 eV
E_HOMO   -7.66 eV
Largest force on an atom   2.64 eV Å⁻¹
Lowest unoccupied orbital energy   0.01 eV

Last column: natural (NBO) charge in e.
Positions of all 46 atoms, in Å:
N -0.869 3.346 -0.212  -0.811
C -1.395 2.096 -0.221  0.555
N -2.297 1.832 -1.131  -0.515
C -2.488 0.461 -0.962  0.047
C -3.280 -0.441 -1.661  -0.156
C -3.201 -1.755 -1.247  -0.312
C -2.352 -2.180 -0.257  0.489
O -2.196 -3.541 -0.115  -0.502
C -1.653 -4.040 1.130  0.079
C -2.664 -3.968 2.292  -0.244
N -2.504 -5.414 2.513  -0.610
C -1.639 -5.545 1.318  -0.237
N -1.580 -1.325 0.470  -0.522
C -1.695 -0.045 0.083  0.318
N -1.004 1.027 0.557  -0.393
C 0.001 0.999 1.671  -0.233
C 1.353 0.544 1.100  0.071
O 2.296 0.390 2.142  -0.709
C 1.895 1.494 0.039  -0.082
C 2.012 1.060 -1.302  -0.182
C 2.744 1.832 -2.249  -0.174
C 3.389 3.022 -1.861  -0.152
C 4.142 3.839 -2.889  0.974
F 5.062 4.710 -2.380  -0.318
F 3.298 4.591 -3.613  -0.316
F 4.756 2.983 -3.780  -0.329
C 3.249 3.473 -0.514  -0.145
C 2.520 2.706 0.414  -0.059
Cl 2.445 3.361 2.034  0.025
H 0.091 3.427 0.148  0.391
H -1.141 3.964 -0.957  0.418
H -3.926 -0.129 -2.458  0.227
H -3.763 -2.528 -1.804  0.228
H -0.733 -3.557 1.341  0.189
H -2.350 -3.295 3.097  0.188
H -3.657 -3.648 1.970  0.193
H -2.002 -5.565 3.389  0.354
H -2.130 -6.042 0.504  0.200
H -0.634 -5.987 1.445  0.189
H 0.057 1.979 2.162  0.228
H -0.351 0.316 2.472  0.244
H 1.140 -0.464 0.694  0.198
H 3.091 -0.088 1.804  0.481
H 1.542 0.129 -1.648  0.237
H 2.746 1.559 -3.312  0.241
H 3.673 4.415 -0.215  0.237

***

Computed, not measured: C18H17ClMnN2O3S3Se2Te2 as an isolated structure at a distorted geometry, with ωB97M-V with the def2-TZVPD basis set.

Molar mass   909.057 g mol⁻¹
Energy above the lowest of the compared OMol25 structures with the same formula, charge and spin   1.408 eV
E_HOMO (alpha / beta)   -3.32 / -3.37 eV
⟨S²⟩   6.2725
Total charge   -1
Largest force on an atom   2.57 eV Å⁻¹
Multiplicity   5
Lowest unoccupied orbital energy (alpha / beta)   1.78 / 2.08 eV

Last column: natural (NBO) charge in e.
Positions of all 49 atoms, in Å:
Mn -0.016 1.262 1.641  1.216
Se -0.220 0.117 4.072  -0.540
Te -2.454 0.985 4.636  0.097
Te -2.155 3.578 3.744  0.029
Se 0.012 3.348 2.512  -0.407
Cl -4.868 1.133 0.016  -0.065
C -3.737 2.494 0.045  -0.465
C -2.333 1.998 0.390  0.764
O -2.191 1.439 1.508  -0.764
O -1.393 2.203 -0.390  -0.730
H -4.079 3.187 0.819  0.236
H -3.745 2.961 -0.939  0.215
C 3.895 3.173 -1.551  -0.387
N 2.484 2.936 -1.363  -0.461
C 1.553 3.362 -2.386  -0.400
C 2.040 2.262 -0.347  0.623
N 1.617 1.697 0.576  -0.522
H 4.073 4.239 -1.715  0.200
H 4.279 2.618 -2.414  0.196
H 4.437 2.865 -0.660  0.226
H 1.683 4.430 -2.579  0.194
H 0.537 3.180 -2.039  0.266
H 1.720 2.810 -3.312  0.196
O 0.013 -0.454 1.173  -0.850
C 0.001 -1.565 0.384  0.109
C -1.324 -2.294 0.521  -0.185
C -1.586 -3.629 0.551  -0.269
C -2.953 -3.913 0.773  -0.271
C -3.701 -2.789 0.910  -0.429
S -2.751 -1.363 0.791  0.525
C 0.211 -1.103 -1.045  -0.173
C -0.718 -0.654 -1.934  -0.244
C -0.145 -0.108 -3.106  -0.250
C 1.211 -0.136 -3.088  -0.451
S 1.819 -0.828 -1.634  0.433
C 1.109 -2.505 0.824  -0.165
C 1.685 -2.544 2.052  -0.244
C 2.688 -3.532 2.170  -0.253
C 2.857 -4.243 1.031  -0.429
S 1.787 -3.718 -0.219  0.416
H -0.838 -4.395 0.431  0.220
H -3.351 -4.913 0.832  0.206
H -4.758 -2.708 1.078  0.225
H -1.779 -0.719 -1.760  0.242
H -0.726 0.283 -3.922  0.214
H 1.910 0.182 -3.840  0.217
H 1.417 -1.877 2.854  0.250
H 3.257 -3.697 3.067  0.215
H 3.528 -5.060 0.842  0.222